Entry from OMol25: a cluster of 7 separate species, C18H27IN2O24S7 in total in a non-equilibrium geometry (ωB97M-V/def2-TZVPD).

Geometry as XYZ:
```
79
Properties=species:S:1:pos:R:3:forces:R:3
I 3.752102 -3.297842 0.838045 -0.664 2.178 -0.053
C 3.221032 -1.159502 0.797384 0.863 5.255 -0.057
C 4.408396 -0.001610 0.757124 -4.673 -0.321 0.179
C 3.963132 1.583210 0.754837 -3.356 -0.827 0.103
C 2.399342 2.131828 0.812260 2.188 -3.739 -0.113
C 1.222686 0.984757 0.834243 0.157 -0.514 0.238
N -0.286121 1.190636 0.900703 5.427 -4.249 -0.439
S -0.883315 -0.450368 0.875327 3.210 0.673 0.076
N 0.484220 -1.557927 0.835591 2.052 6.390 0.029
C 1.671941 -0.618391 0.820801 -1.178 -0.588 0.003
H 5.549098 -0.298672 0.744989 -2.594 0.664 -0.042
H 4.836365 2.394924 0.704194 -2.254 -2.029 0.237
H 2.116593 3.285299 0.840984 0.813 -2.883 -0.100
O -4.930904 -5.226329 2.557805 1.356 -1.031 -1.047
S -3.796749 -5.688331 1.788794 -0.120 0.388 0.300
O -3.778638 -6.956251 1.097091 -0.292 1.518 0.734
O -2.470104 -5.592229 2.731490 -1.169 0.096 -0.492
C -1.507368 -4.740764 2.112345 0.600 0.240 -0.546
C -2.315226 -3.753198 1.274610 0.301 0.457 0.556
O -3.388800 -4.516904 0.729661 -0.131 -1.183 0.423
H -0.862608 -5.359215 1.479612 -0.023 0.126 0.040
H -0.899197 -4.238881 2.869653 -0.271 -0.184 -0.005
H -1.721229 -3.299604 0.477621 -0.207 -0.289 -0.024
H -2.745638 -2.964788 1.901096 0.100 -0.037 -0.013
O 6.803030 1.460581 -1.560230 0.440 1.352 1.513
S 7.316596 2.497910 -0.693438 0.236 -0.554 -0.522
O 7.414518 2.348970 0.739961 -0.190 -0.072 -1.674
O 6.510420 3.877224 -1.018198 0.383 -0.939 -0.053
C 7.436106 4.886078 -1.418836 0.553 0.528 0.096
C 8.604159 4.138035 -2.055864 -0.333 0.265 -0.586
O 8.771655 2.964059 -1.264343 -0.936 -0.052 0.845
H 7.756822 5.428870 -0.523813 0.009 -0.013 -0.111
H 6.962753 5.582811 -2.115811 -0.102 -0.293 0.132
H 9.522188 4.730392 -2.066156 -0.084 -0.271 0.198
H 8.361809 3.825094 -3.076974 0.023 0.112 0.065
O -5.662394 3.706126 -2.248993 1.710 0.324 -0.470
S -4.251129 3.975976 -2.412218 0.186 -0.070 -0.320
O -3.705220 4.635300 -3.575694 -1.075 -0.707 1.517
O -3.436441 2.584018 -2.174239 -0.959 0.917 -0.013
C -2.511984 2.751589 -1.100697 0.627 0.224 0.372
C -3.126780 3.815652 -0.195425 -0.026 -0.686 0.487
O -3.725401 4.758817 -1.081355 -0.089 -0.276 -1.121
H -1.560518 3.093354 -1.520765 -0.050 -0.064 0.116
H -2.358495 1.803586 -0.578198 -0.189 0.187 -0.278
H -2.383075 4.301939 0.440342 -0.164 0.102 -0.281
H -3.918507 3.390812 0.430682 0.131 -0.010 -0.006
O -9.409983 -9.475471 1.327360 1.360 -0.908 -0.975
S -8.275828 -9.937472 0.558349 -0.270 -0.114 0.121
O -8.257717 -11.205392 -0.133354 -0.325 1.608 0.853
O -6.949183 -9.841370 1.501045 -1.158 0.125 -0.486
C -5.986447 -8.989906 0.881899 0.569 0.240 -0.360
C -6.794305 -8.002340 0.044165 0.314 0.465 0.589
O -7.867879 -8.766045 -0.500785 -0.095 -1.084 0.395
H -5.341687 -9.608357 0.249167 -0.012 0.115 0.027
H -5.378276 -8.488022 1.639207 -0.366 -0.277 -0.095
H -6.200308 -7.548745 -0.752824 -0.231 -0.250 0.002
H -7.224717 -7.213929 0.670650 0.136 -0.027 -0.020
O -9.509035 8.690018 -3.207871 -0.064 -0.861 1.707
S -9.398045 7.867782 -2.023498 -0.321 0.101 -0.245
O -10.432998 7.790903 -1.018827 1.141 0.195 -1.464
O -7.986571 8.222431 -1.288744 -0.743 -0.092 -0.725
C -7.191513 7.041956 -1.190995 0.147 -0.679 0.202
C -7.609170 6.170006 -2.372090 0.684 0.060 -0.174
O -9.018358 6.351716 -2.490195 -0.471 0.948 0.745
H -7.422957 6.553290 -0.239056 0.056 -0.010 -0.089
H -6.128276 7.294839 -1.220182 -0.263 0.171 -0.055
H -7.367947 5.115672 -2.217299 -0.326 0.281 -0.034
H -7.144943 6.516648 -3.301425 0.061 -0.051 0.105
O 8.035512 -0.817731 0.354267 1.780 0.300 -0.486
S 9.446777 -0.547881 0.191042 -0.284 0.139 -0.204
O 9.992686 0.111443 -0.972434 -1.002 -0.743 1.504
O 10.261465 -1.939839 0.429021 -0.771 0.768 0.074
C 11.185922 -1.772268 1.502563 0.591 0.259 0.302
C 10.571126 -0.708205 2.407835 -0.110 -0.593 0.388
O 9.972505 0.234960 1.521905 0.043 -0.384 -1.069
H 12.137388 -1.430503 1.082495 -0.059 -0.027 0.092
H 11.339411 -2.720271 2.025062 -0.213 0.095 -0.239
H 11.314831 -0.221918 3.043602 -0.164 0.123 -0.274
H 9.779399 -1.133045 3.033942 0.130 -0.014 -0.005
```
Positions in Å, forces in eV/Å.

Computed properties:
- SMILES: Ic1cccc2nsnc12.O=S1(=O)OCCO1.O=S1(=O)OCCO1.O=S1(=O)OCCO1.O=S1(=O)OCCO1.O=S1(=O)OCCO1.O=S1(=O)OCCO1
- HOMO: -8.90 eV
- Spin multiplicity: 1
- Maximum force: 6.9 eV/A